Computed, not measured: an isolated ion of composition C9H11BrN and charge +1 at a distorted geometry, with ωB97M-V/def2-TZVPD.

Element x y z (Å)
Br -3.114462 -0.192952 0.812016
N -0.052358 2.644827 -0.950767
C -0.373202 -1.990047 -0.911328
C 0.186740 1.109546 1.118667
C 0.405170 -0.255967 0.579598
C 1.609671 -2.322650 0.375300
C 1.506894 -1.042573 0.986656
C 0.648258 -2.798454 -0.502390
C -0.498662 -0.717275 -0.359202
C -1.683532 0.160636 -0.456023
C -0.772715 1.889512 0.229292
H -0.626699 3.439542 -1.205809
H -1.356839 2.471949 0.816640
H 2.208998 -0.858065 1.741448
H 0.678607 -3.809008 -0.849899
H 0.980701 2.917219 -0.848439
H -1.229650 -2.541509 -1.403218
H -0.091773 2.003681 -1.804637
H -0.298896 0.973119 2.146460
H -1.917900 0.503792 -1.415264
H 2.525000 -2.950691 0.637075
H 1.266653 1.365360 1.263820

Forces on atoms 1 to 2 (eV/Å):
Br 0.596 0.193 -0.914
N 0.211 -1.774 -0.662

ΔE to the lowest compared entry with this formula, charge and spin: 34.3 kcal per mole
max |F|: 5.81 eV/A
Kohn-Sham gap: 0.327 Ha
net charge: +1

The net atomic charges from Mulliken, expressed in e, are: -0.028, -0.296, -0.617, -0.655, 1.044, -0.380, -0.967, -0.573, 0.733, -0.874, -0.743, 0.356, 0.492, 0.498, 0.427, 0.386, 0.296, 0.423, 0.237, 0.515, 0.302, 0.425